1.
{"formula": "C41H37F5MnOP2", "method": "ωB97M-V/def2-TZVPD", "elements": ["Mn", "C", "C", "C", "C", "C", "C", "C", "C", "C", "H", "H", "H", "H", "H", "H", "H", "H", "H", "H", "H", "H", "H", "H", "H", "P", "P", "C", "C", "C", "C", "C", "C", "C", "C", "C", "C", "C", "C", "C", "C", "C", "C", "C", "C", "C", "C", "C", "C", "C", "C", "C", "C", "H", "H", "H", "H", "H", "H", "H", "H", "H", "H", "H", "H", "H", "H", "H", "H", "H", "H", "H", "H", "H", "H", "F", "C", "C", "F", "C", "F", "C", "O", "C", "F", "C", "F"], "xyz": [[-5.327, -4.576, -2.217], [2.155, -0.708, -1.480], [2.255, -1.778, -2.283], [2.872, -3.119, -2.020], [1.978, -4.132, -1.268], [1.437, -3.663, 0.052], [1.940, -2.713, 0.850], [3.122, -1.819, 0.614], [2.728, -0.516, -0.108], [-5.395, -3.155, -0.886], [1.680, 0.196, -1.886], [1.887, -1.678, -3.314], [3.837, -3.054, -1.503], [3.095, -3.563, -3.005], [1.130, -4.417, -1.913], [2.569, -5.057, -1.140], [0.557, -4.222, 0.401], [1.464, -2.557, 1.829], [3.953, -2.286, 0.078], [3.504, -1.526, 1.601], [1.979, 0.020, 0.500], [3.607, 0.150, -0.148], [-5.587, -2.267, -1.523], [-4.422, -3.138, -0.361], [-6.254, -3.463, -0.262], [-4.035, -4.771, -3.936], [-4.753, -6.392, -1.187], [-3.058, -6.208, -3.376], [-3.418, -6.930, -2.281], [-4.940, -5.281, -5.447], [-4.344, -6.232, -6.279], [-4.998, -6.664, -7.436], [-6.265, -6.162, -7.746], [-6.867, -5.209, -6.910], [-6.200, -4.750, -5.774], [-2.799, -3.517, -4.425], [-1.917, -3.044, -3.449], [-0.876, -2.193, -3.797], [-0.684, -1.817, -5.133], [-1.582, -2.267, -6.108], [-2.667, -3.075, -5.746], [-6.075, -7.667, -1.300], [-6.664, -7.930, -2.549], [-7.559, -8.992, -2.681], [-7.887, -9.781, -1.569], [-7.369, -9.457, -0.309], [-6.465, -8.398, -0.172], [-4.023, -6.356, 0.487], [-4.683, -5.652, 1.508], [-4.131, -5.593, 2.787], [-2.908, -6.218, 3.060], [-2.215, -6.856, 2.025], [-2.767, -6.920, 0.744], [-2.173, -6.459, -3.974], [-2.931, -7.868, -2.004], [-3.362, -6.638, -6.029], [-4.515, -7.387, -8.093], [-6.786, -6.508, -8.640], [-7.858, -4.824, -7.162], [-6.655, -3.978, -5.144], [-2.035, -3.351, -2.409], [-0.198, -1.826, -3.023], [0.156, -1.168, -5.397], [-1.432, -1.984, -7.151], [-3.389, -3.386, -6.502], [-6.408, -7.303, -3.409], [-7.991, -9.218, -3.655], [-8.540, -10.648, -1.692], [-7.655, -10.041, 0.566], [-6.055, -8.150, 0.808], [-5.627, -5.144, 1.292], [-4.660, -5.063, 3.580], [-2.499, -6.204, 4.068], [-1.241, -7.310, 2.217], [-2.216, -7.414, -0.054], [0.220, 2.468, 0.252], [-0.662, 1.552, -0.187], [-0.929, 0.423, 0.590], [-0.307, 0.266, 1.785], [-1.775, -0.549, 0.114], [-1.946, -1.701, 0.794], [-2.441, -0.432, -1.158], [-3.197, -1.321, -1.607], [-2.115, 0.752, -1.920], [-2.662, 0.870, -3.143], [-1.262, 1.715, -1.440], [-0.998, 2.816, -2.182]], "mulliken_charge": [-0.29, -0.46, -0.20, -1.19, -0.29, -0.59, -0.20, -1.08, -0.29, -1.05, 0.44, 0.56, 0.38, 0.39, 0.15, 0.37, 0.44, 0.36, 0.37, 0.45, 0.08, 0.38, 0.43, -0.05, 0.40, 1.33, 1.41, -1.04, -1.06, 0.37, -0.17, -0.70, -0.42, -0.68, -0.27, 0.27, -1.06, -0.09, -0.76, -0.81, -0.77, 0.22, -0.05, -0.65, -0.47, -0.63, -0.46, 0.41, -0.24, -0.74, -0.51, -0.58, -0.38, 0.62, 0.71, 0.30, 0.37, 0.37, 0.37, 0.36, 0.45, 0.87, 0.42, 0.38, 0.39, 0.17, 0.41, 0.35, 0.38, 0.33, 0.34, 0.40, 0.40, 0.40, 0.29, -0.34, 0.67, 0.05, -0.40, 0.41, -0.31, 0.33, -0.40, 0.33, -0.36, 0.30, -0.31], "e_above_lowest_kj_mol": 200.3, "homo_ev": [-5.66, -5.18], "total_charge": 0, "gap_ev": [6.03, 2.73], "molar_mass_g_mol": 757.6, "lumo_ev": [0.4, -2.4], "multiplicity": 6}

2.
{"formula": "C41H37KN5O2P2S", "method": "ωB97M-V/def2-TZVPD", "elements": ["K", "N", "C", "C", "C", "C", "C", "C", "S", "N", "C", "C", "C", "C", "C", "C", "N", "H", "H", "H", "H", "H", "H", "H", "H", "H", "O", "P", "C", "P", "O", "C", "C", "C", "C", "C", "C", "C", "C", "C", "C", "C", "C", "C", "C", "C", "C", "C", "C", "C", "C", "C", "C", "C", "C", "H", "H", "H", "H", "H", "H", "H", "H", "H", "H", "H", "H", "H", "H", "H", "H", "H", "H", "H", "H", "H", "H", "C", "N", "C", "C", "N", "C", "H", "H", "H", "H", "H", "H"], "xyz": [[0.055, -0.315, 0.082], [-5.415, -0.986, -0.390], [-6.140, -2.184, -0.492], [-7.474, -2.160, -0.865], [-8.199, -3.343, -0.957], [-7.596, -4.551, -0.665], [-6.259, -4.578, -0.283], [-5.538, -3.403, -0.206], [-3.827, -3.441, 0.270], [-3.366, -1.829, 0.430], [-4.146, -0.869, 0.126], [-3.748, 0.539, 0.417], [-4.699, 1.365, 1.014], [-4.368, 2.674, 1.304], [-3.110, 3.128, 0.960], [-2.228, 2.243, 0.359], [-2.521, 0.968, 0.100], [-5.900, -0.146, -0.647], [-7.945, -1.208, -1.085], [-9.238, -3.306, -1.256], [-8.157, -5.474, -0.727], [-5.772, -5.517, -0.048], [-5.671, 0.977, 1.285], [-5.083, 3.327, 1.787], [-2.814, 4.150, 1.153], [-1.238, 2.572, 0.059], [0.891, -1.620, 1.664], [0.923, -3.090, 1.475], [-0.001, -3.637, 0.000], [0.549, -2.996, -1.621], [0.748, -1.527, -1.659], [-0.765, -3.543, -2.741], [-1.519, -4.698, -2.549], [-2.496, -5.049, -3.467], [-2.722, -4.254, -4.581], [-1.967, -3.108, -4.784], [-0.993, -2.753, -3.865], [2.029, -3.896, -2.128], [3.089, -3.161, -2.647], [4.212, -3.813, -3.127], [4.280, -5.198, -3.082], [3.220, -5.935, -2.568], [2.089, -5.286, -2.103], [2.605, -3.707, 1.301], [3.548, -2.819, 0.788], [4.862, -3.228, 0.632], [5.231, -4.519, 0.983], [4.294, -5.401, 1.504], [2.980, -4.995, 1.671], [0.155, -3.966, 2.855], [0.653, -3.621, 4.113], [0.113, -4.186, 5.255], [-0.930, -5.097, 5.145], [-1.425, -5.444, 3.897], [-0.886, -4.881, 2.749], [-1.018, -3.263, 0.117], [-0.012, -4.727, -0.027], [-1.355, -5.330, -1.686], [-3.085, -5.944, -3.315], [-3.489, -4.533, -5.293], [-2.136, -2.493, -5.657], [-0.403, -1.854, -4.003], [3.015, -2.080, -2.666], [5.036, -3.247, -3.545], [5.159, -5.710, -3.452], [3.272, -7.015, -2.546], [1.249, -5.861, -1.728], [3.240, -1.811, 0.531], [5.597, -2.541, 0.233], [6.259, -4.836, 0.857], [4.590, -6.402, 1.791], [2.249, -5.673, 2.099], [1.459, -2.900, 4.178], [0.499, -3.916, 6.229], [-1.363, -5.533, 6.035], [-2.236, -6.156, 3.814], [-1.300, -5.149, 1.786], [5.805, 0.932, -1.285], [4.601, 0.906, -0.479], [4.549, 0.882, 0.892], [3.225, 0.925, 1.219], [2.465, 0.978, 0.078], [3.323, 0.965, -0.917], [6.591, 0.372, -0.783], [6.151, 1.955, -1.436], [5.612, 0.480, -2.255], [5.439, 0.839, 1.496], [2.778, 0.906, 2.199], [3.062, 0.998, -1.964]], "mulliken_charge": [1.46, -0.18, -0.22, -0.64, -0.63, -0.65, -0.57, 0.92, 0.00, -0.26, 0.68, 0.16, -0.76, -0.51, -0.75, 0.00, -0.26, 0.26, 0.38, 0.39, 0.39, 0.42, 0.46, 0.45, 0.38, 0.44, -0.93, 1.70, -0.71, 1.02, -0.95, 0.66, -0.05, -0.76, -0.51, -0.72, -0.55, 0.67, -0.33, -0.65, -0.55, -0.77, -0.38, 0.02, 0.02, -0.38, -0.65, -0.80, -0.50, 0.30, -0.57, -0.72, -0.48, -0.75, -0.10, -0.38, 0.80, 0.27, 0.44, 0.42, 0.44, 0.41, 0.32, 0.45, 0.43, 0.44, 0.27, 0.11, 0.49, 0.43, 0.44, 0.46, 0.43, 0.42, 0.39, 0.45, 0.20, -0.91, 0.25, -0.40, -0.65, -0.38, -0.36, 0.33, 0.33, 0.32, 0.47, 0.43, 0.50], "e_above_lowest_kj_mol": 58.1, "homo_ev": -9.40, "total_charge": 1, "gap_ev": 7.59, "molar_mass_g_mol": 764.9, "lumo_ev": -1.8}